# 1
Molecular formula: C22H42Cl2MgNO4P2
Method: DFT, ωB97M-V/def2-TZVPD

The geometry in XYZ format:
```
74
Properties=species:S:1:pos:R:3:forces:R:3
C -2.851 -0.451 -4.035 0.02 -0.20 -0.13
C -1.884 -1.248 -3.069 -0.26 0.67 -0.58
C -0.453 -0.569 -3.025 -1.84 0.21 0.61
C -0.408 0.552 -1.907 1.02 0.64 -1.07
N 0.906 0.523 -1.171 -0.67 -0.41 -0.40
P 0.825 -0.515 0.267 0.76 -0.04 -1.61
C 2.595 -1.193 -0.003 0.55 0.07 2.71
C 3.660 -0.062 -0.169 -0.26 -0.89 -2.28
O 4.066 0.148 -1.270 0.01 0.30 0.86
Cl 4.337 0.904 1.191 -0.73 -0.72 -0.13
C 0.676 0.933 1.461 -1.60 0.21 1.21
C -0.403 1.979 1.079 -0.14 2.34 -1.12
C 0.068 3.205 0.400 -2.55 0.37 0.20
C -0.865 4.292 0.026 -0.60 -1.25 1.03
C -2.295 4.213 0.306 1.45 -1.84 0.60
C -2.782 2.974 0.970 2.20 0.61 -0.45
C -1.830 1.889 1.354 -0.12 0.46 -0.16
C -2.442 0.654 2.084 -0.23 0.37 -0.70
P 0.629 -2.014 1.933 -0.38 -1.76 2.28
C 0.983 -3.746 1.241 0.73 1.10 -0.56
O -1.018 -2.119 2.410 1.13 0.33 -1.78
H -2.968 0.619 -3.720 0.15 -0.86 -0.15
H -3.880 -0.907 -4.059 1.02 0.40 0.02
H -2.450 -0.439 -5.090 -0.37 -0.10 1.08
H -2.348 -1.216 -2.041 0.57 -0.20 -0.83
H -1.839 -2.320 -3.396 0.14 0.99 0.28
H 0.333 -1.396 -2.819 -0.61 0.72 -0.08
H -0.195 -0.120 -4.024 -0.19 -0.57 1.01
H -1.277 0.516 -1.196 0.70 -0.09 -0.59
H -0.408 1.543 -2.455 -0.29 -0.87 0.72
H 1.539 0.080 -1.856 0.04 0.48 0.49
H -0.288 -1.211 -0.363 -0.14 0.12 0.21
H 2.634 -1.984 -0.792 0.00 1.13 0.16
H 2.848 -1.712 0.974 -0.18 0.51 -0.95
H 1.668 1.433 1.587 -0.76 -0.51 -0.39
H 0.388 0.500 2.464 0.46 0.44 -0.95
H 1.138 3.380 0.141 -0.96 -0.49 0.39
H -0.475 5.221 -0.458 -0.39 -1.07 0.43
H -3.003 5.040 0.043 0.87 -0.92 0.19
H -3.880 2.855 1.207 1.01 -0.20 -0.80
H -1.814 0.283 2.930 -0.56 0.23 -0.77
H -2.585 -0.176 1.331 0.24 0.75 0.85
H -3.487 0.899 2.445 1.04 -0.29 -0.23
H 0.959 -3.693 0.119 -0.30 -0.46 0.83
H 0.311 -4.517 1.684 0.59 0.70 -0.40
H 2.061 -3.939 1.515 -1.22 -0.10 -0.13
H -1.517 -2.279 1.581 -0.13 -0.17 0.64
Mg -2.988 3.515 3.129 0.35 0.24 0.47
C -2.223 5.932 -4.697 -0.25 0.07 0.09
C -1.132 6.472 -3.786 0.15 -0.46 -0.56
C 0.235 6.378 -4.443 0.18 0.15 0.14
O -1.124 5.730 -2.561 -0.09 0.13 0.37
H -2.051 4.876 -4.927 0.13 0.06 -0.06
H -3.198 5.996 -4.208 0.04 0.08 -0.04
H -2.266 6.491 -5.634 0.00 -0.06 0.03
H -1.347 7.511 -3.532 0.00 -0.12 0.22
H 0.490 5.337 -4.665 -0.12 0.01 -0.09
H 1.010 6.759 -3.774 -0.06 0.06 -0.05
H 0.266 6.950 -5.373 0.02 -0.06 0.03
H -0.935 4.807 -2.773 -0.02 0.12 -0.14
C 2.080 -7.002 5.694 0.08 -0.33 0.01
C 3.006 -5.803 5.768 -0.02 0.30 0.20
C 3.237 -5.494 4.300 0.16 -0.11 -0.24
O 2.050 -5.890 3.600 0.04 0.00 0.24
C 1.227 -6.666 4.485 -0.24 0.12 -0.09
H 1.492 -7.160 6.598 0.01 0.02 -0.06
H 2.661 -7.908 5.501 -0.06 0.02 0.02
H 2.491 -4.966 6.250 0.06 -0.02 -0.01
H 3.930 -5.994 6.314 -0.03 0.01 -0.05
H 4.074 -6.075 3.898 0.06 0.06 0.05
H 3.432 -4.434 4.120 -0.06 -0.02 -0.07
H 0.364 -6.052 4.766 -0.04 -0.07 0.05
H 0.866 -7.554 3.964 0.04 0.08 -0.08
Cl 1.367 -2.566 -3.843 0.48 -0.44 0.08
```
Forces are in eV/Å.

As for the HOMO-LUMO gap: 0.0635 Eh. As for the highest occupied orbital energy: -9.2521 eV. Its charge is +1.

***

# 2
Molecular formula: C20H27BN8O3Ru
Method: DFT, ωB97M-V/def2-TZVPD

The geometry in XYZ format:
```
60
Properties=species:S:1:pos:R:3:forces:R:3
Ru 0.073 -0.199 0.158 -0.24 0.13 -0.03
C -1.426 1.054 -2.701 0.02 0.03 0.01
C -2.005 1.426 -1.379 0.18 -0.08 0.14
C -3.164 2.115 -1.091 -0.12 0.07 0.04
C -3.237 2.157 0.297 -0.19 0.03 -0.01
N -2.177 1.539 0.812 0.30 -0.07 0.04
N -1.404 1.089 -0.207 -0.08 -0.01 -0.29
B -1.750 1.188 2.286 0.10 -0.13 -0.18
N -1.824 -0.376 2.343 0.03 -0.01 -0.28
C -2.485 -1.225 3.113 -0.09 -0.06 0.14
C -2.310 -2.523 2.626 -0.16 -0.04 0.11
C -1.509 -2.418 1.520 0.17 0.17 -0.16
C -1.073 -3.494 0.584 -0.05 0.01 0.08
N -1.188 -1.090 1.357 0.04 0.08 0.07
N -0.264 1.603 2.484 -0.06 0.04 -0.26
C 0.198 2.465 3.392 -0.03 0.02 0.11
C 1.524 2.734 3.116 0.05 0.04 0.06
C 1.826 1.989 1.986 0.05 -0.05 -0.11
C 3.119 1.961 1.244 -0.06 0.03 0.03
N 0.736 1.288 1.604 0.01 0.03 0.24
N -2.620 1.873 3.266 -0.07 -0.18 0.42
C -2.985 3.189 3.304 0.01 -0.02 0.07
C -3.441 3.461 4.559 0.01 0.21 -0.11
C -3.294 2.251 5.274 -0.12 -0.21 0.57
C -3.634 1.990 6.712 0.03 -0.01 -0.22
N -2.788 1.303 4.515 0.02 0.27 -0.51
H -2.208 0.714 -3.379 -0.02 0.04 -0.01
H -0.711 0.232 -2.614 -0.01 -0.06 0.04
H -0.928 1.906 -3.166 -0.01 0.01 0.00
H -3.873 2.524 -1.790 0.02 -0.01 0.02
H -3.996 2.576 0.938 0.02 0.00 -0.03
H -3.028 -0.845 3.965 0.01 -0.03 -0.03
H -2.744 -3.425 3.023 0.01 0.03 0.00
H -1.848 -4.258 0.536 0.01 0.00 0.03
H -0.156 -3.970 0.931 0.02 0.00 0.01
H -0.914 -3.123 -0.426 -0.02 0.04 -0.03
H -0.446 2.834 4.176 0.03 0.00 -0.03
H 2.183 3.394 3.655 -0.02 -0.02 -0.02
H 3.528 2.968 1.188 0.01 0.00 0.03
H 2.984 1.603 0.227 -0.04 0.03 -0.01
H 3.857 1.338 1.752 -0.02 -0.01 0.01
H -2.871 3.844 2.454 -0.01 -0.04 0.00
H -3.833 4.397 4.923 0.02 -0.04 -0.01
H -4.621 2.379 6.953 -0.01 0.02 -0.01
H -2.915 2.473 7.374 0.00 0.04 -0.01
H -3.622 0.922 6.918 0.02 -0.01 -0.02
C 2.947 -1.231 -3.040 -0.03 -0.10 0.06
C 2.718 -0.891 -1.600 0.08 0.25 -0.12
C 3.947 -0.675 -0.746 -0.04 -0.02 -0.09
O 1.736 0.114 -1.448 0.08 0.07 0.04
C 2.023 -2.246 -0.714 -0.46 -0.22 0.52
O 2.447 -3.272 -1.117 0.10 -0.02 -0.14
O 1.278 -1.839 0.209 0.57 -0.27 -0.21
H 3.407 -0.365 -3.525 0.01 -0.01 -0.02
H 2.017 -1.482 -3.552 0.01 0.00 0.00
H 3.628 -2.075 -3.128 0.01 0.01 -0.01
H 4.436 0.225 -1.130 0.06 -0.01 0.04
H 4.617 -1.525 -0.864 0.01 0.03 -0.01
H 3.720 -0.531 0.307 -0.03 -0.01 -0.02
H 1.521 0.465 -2.326 -0.14 0.04 0.05
```
Forces are in eV/Å.

The multiplicity is 5. As for the HOMO-LUMO gap (spin up / spin down): 0.2693 / 0.1524 Eh. As for the highest occupied orbital energy (spin up / spin down): -14.1665 / -14.1677 eV. As for the relative energy (zero: lowest compared OMol25 entry of this formula, charge and spin): 0.648 eV. Its charge is +2.

***

# 3
Molecular formula: C6H8N2
Method: DFT, ωB97M-V/def2-TZVPD

The geometry in XYZ format:
```
16
Properties=species:S:1:pos:R:3:forces:R:3
C -1.365 1.182 -0.054 -0.76 -0.19 0.03
C 1.391 1.205 -0.472 0.22 -1.18 3.63
C 1.289 -1.222 -0.042 1.12 0.49 0.80
C -1.340 -1.201 0.031 -6.65 1.68 0.58
C -0.088 -0.715 -0.229 2.79 1.70 -1.66
C 0.059 0.815 0.360 -0.37 -1.48 -1.71
H -3.188 -0.024 -0.439 2.26 0.01 1.03
H -1.708 2.288 -0.002 -0.21 -2.57 -0.23
H 2.004 1.945 0.204 -0.85 -1.10 -1.71
H 3.097 -0.326 0.355 -3.91 1.72 -2.91
H 1.822 -2.224 0.385 -1.65 2.72 -1.49
H -1.952 -2.084 0.175 0.89 -0.22 -0.33
H -0.320 -0.383 -1.419 1.54 0.01 1.66
H 0.469 0.845 1.474 -1.57 0.07 -1.44
N -2.158 -0.020 -0.139 1.83 1.00 0.96
N 1.987 -0.082 -0.187 5.30 -2.66 2.78
```
Forces are in eV/Å.

As for the HOMO-LUMO gap: 0.2497 Eh. As for the highest occupied orbital energy: -6.3165 eV. As for the relative energy (zero: lowest compared OMol25 entry of this formula, charge and spin): 8.931 eV. Its charge is 0.

***

# 4
Molecular formula: C36H33CuN7P2S
Method: DFT, ωB97M-V/def2-TZVPD

The geometry in XYZ format:
```
80
Properties=species:S:1:pos:R:3:forces:R:3
Cu 0.751 -0.401 -0.742 0.10 0.09 0.58
C -0.094 -2.545 2.189 0.14 0.21 0.09
P -0.293 -2.102 0.410 -0.02 -0.24 -0.36
C -2.091 -2.041 0.134 -0.03 0.03 -0.01
C -3.039 -2.319 1.113 0.03 0.04 -0.01
C -4.392 -2.277 0.807 -0.03 0.00 0.01
C -4.810 -1.961 -0.479 -0.03 -0.02 0.00
C -3.870 -1.670 -1.456 0.00 -0.03 -0.05
C -2.519 -1.700 -1.147 -0.03 -0.04 -0.03
C 0.099 -3.758 -0.309 -0.03 -0.01 -0.02
C -0.821 -4.669 -0.821 -0.02 -0.01 0.05
C -0.397 -5.875 -1.365 0.00 -0.04 -0.01
C 0.951 -6.193 -1.399 0.00 -0.03 -0.01
C 1.879 -5.293 -0.891 0.03 -0.05 -0.02
C 1.453 -4.086 -0.362 0.07 0.00 -0.01
C -0.411 -1.257 2.893 -0.11 0.17 -0.15
C -0.436 -0.768 4.194 0.06 -0.11 0.11
C -0.625 0.635 4.076 0.09 0.11 0.13
C -0.694 0.901 2.712 -0.09 -0.08 0.01
C -0.726 2.145 1.880 0.05 0.12 -0.02
P -0.311 1.653 0.134 0.14 0.08 -0.15
C -1.899 1.755 -0.749 -0.03 -0.11 0.01
C -1.894 1.777 -2.146 0.01 0.03 0.03
C -3.077 1.728 -2.863 -0.11 0.01 -0.04
C -4.288 1.636 -2.187 0.01 0.03 0.04
C -4.302 1.576 -0.802 -0.04 0.03 -0.02
C -3.115 1.628 -0.085 -0.03 0.01 0.06
C 0.592 3.170 -0.380 -0.13 0.09 -0.05
C 0.099 4.205 -1.169 0.03 -0.02 0.00
C 0.908 5.283 -1.505 0.00 0.03 -0.02
C 2.215 5.351 -1.049 0.01 0.03 -0.02
C 2.713 4.333 -0.246 0.03 0.00 0.02
C 1.908 3.254 0.079 0.01 -0.01 0.00
N -0.595 -0.243 2.017 -0.06 -0.26 0.19
H 0.958 -2.830 2.304 -0.01 -0.05 0.04
H -0.697 -3.421 2.446 -0.05 0.05 -0.03
H -2.724 -2.535 2.125 0.01 0.00 0.01
H -5.123 -2.485 1.579 0.00 0.00 0.00
H -5.867 -1.928 -0.713 0.00 0.00 0.00
H -4.183 -1.397 -2.456 0.00 0.00 0.01
H -1.786 -1.450 -1.907 0.00 0.00 -0.01
H -1.879 -4.439 -0.801 0.00 0.03 0.00
H -1.129 -6.567 -1.765 0.01 0.00 0.00
H 1.280 -7.133 -1.825 0.00 0.00 0.00
H 2.937 -5.526 -0.922 0.00 -0.01 0.00
H 2.185 -3.372 0.003 0.00 0.01 0.00
H -0.297 -1.324 5.111 -0.01 -0.02 -0.01
H -0.674 1.349 4.887 0.00 0.01 0.00
H 0.033 2.870 2.183 0.01 -0.04 0.03
H -1.683 2.680 1.886 0.09 0.00 -0.03
H -0.952 1.828 -2.680 -0.01 0.04 0.02
H -3.043 1.747 -3.946 0.00 0.04 0.04
H -5.216 1.589 -2.744 -0.02 0.00 0.00
H -5.240 1.467 -0.270 -0.01 -0.01 -0.01
H -3.143 1.536 0.995 0.01 -0.01 -0.06
H -0.920 4.171 -1.530 -0.03 -0.02 -0.02
H 0.509 6.075 -2.128 0.00 0.00 0.00
H 2.843 6.192 -1.314 0.00 0.00 0.00
H 3.731 4.375 0.123 0.01 0.00 0.01
H 2.299 2.458 0.706 -0.01 0.01 0.00
N -1.485 1.605 -5.840 0.01 -0.02 -0.04
C -0.914 0.735 -5.327 0.01 0.08 -0.05
N -0.293 -0.311 -4.819 -0.09 -0.20 -0.12
C 0.352 -0.217 -3.717 0.31 0.17 0.23
N 0.990 -0.198 -2.733 -0.16 -0.09 -0.25
C 4.393 1.802 3.794 0.00 0.02 0.00
C 4.404 0.377 3.244 0.03 -0.02 0.01
C 4.018 0.318 1.803 0.03 0.04 -0.01
N 2.970 -0.279 1.373 -0.06 -0.07 0.21
N 2.768 -0.157 0.033 0.15 0.06 -0.38
C 3.705 0.525 -0.572 -0.09 0.01 0.37
N 3.721 0.744 -1.900 -0.03 -0.17 -0.22
S 4.929 1.106 0.525 -0.07 -0.08 -0.07
H 4.681 1.809 4.846 -0.01 0.00 0.00
H 3.396 2.232 3.710 -0.02 0.00 -0.01
H 5.089 2.445 3.251 0.01 0.00 0.00
H 3.673 -0.237 3.771 0.00 -0.01 0.00
H 5.388 -0.078 3.385 -0.01 0.02 -0.01
H 2.870 0.467 -2.395 0.06 0.10 0.04
H 4.257 1.511 -2.261 -0.06 0.05 0.00
```
Forces are in eV/Å.

As for the HOMO-LUMO gap: 0.2228 Eh. As for the highest occupied orbital energy: -4.0116 eV. As for the relative energy (zero: lowest compared OMol25 entry of this formula, charge and spin): 0.628 eV. Its charge is -1.

***

Number 1: molecular weight 541.7 g/mol. Number 2: molecular weight 539.4 g/mol. Number 3: molecular weight 108.1 g/mol. Number 4: molecular weight 721.3 g/mol.